Arrangement A

The following is a quantum chemistry calculation of CN2O3S as an isolated structure, from the Open Molecules 2025 dataset.

ORCA input file:
```
! RIJCOSX wB97M-V def2-TZVPD def2/J DEFGRID3
* xyz 0 1
C -0.39270 -0.69026 -0.02571
N 1.16990 -1.01016 0.99016
N -0.45285 0.59477 -0.74728
O 1.92650 -0.14516 1.18705
O 0.54623 0.96805 -1.29441
O -1.47484 1.26888 -0.54405
S -1.31696 -1.99252 0.18594
*
```

Values from the calculation:
- gap between HOMO and LUMO (alpha / beta) (hartree) = 0.267 / 0.267

---

Arrangement B

The following is a quantum chemistry calculation of one molecule with the formula CN2O3S, from the Open Molecules 2025 dataset.

ORCA input file:
```
! RIJCOSX wB97M-V def2-TZVPD def2/J DEFGRID3
* xyz 0 1
C -1.25036 0.40820 0.11151
N -0.02073 0.80796 -0.08488
N -2.26658 -0.17295 -0.00302
O 1.05490 -0.04210 0.03055
O 3.28317 -0.94395 -0.02906
O -3.44816 -0.42253 0.03172
S 2.64775 0.36536 -0.05681
*
```

Values from the calculation:
- gap between HOMO and LUMO (alpha / beta) (hartree) = 0.262 / 0.305

---

Short version: arrangement B, arrangement A, most stable first.

---

Arrangement A

The following is a quantum chemistry calculation of a 9-piece molecular cluster, C36H99N9O9 overall, from the Open Molecules 2025 dataset.

ORCA input file:
```
! RIJCOSX wB97M-V def2-TZVPD def2/J DEFGRID3
* xyz 0 1
C 4.22078 0.52601 -3.73477
O 3.28510 -0.26175 -3.00263
C 3.66596 -1.62233 -2.92766
C 4.95010 -1.91992 -2.12792
C 5.16630 -3.43122 -2.07251
N 4.77338 -1.41509 -0.74423
H 4.39248 0.15837 -4.74590
H 5.19113 0.68976 -3.25660
H 3.77102 1.51878 -3.72377
H 2.84193 -2.05613 -2.34953
H 3.71978 -2.07570 -3.92561
H 5.77392 -1.43680 -2.65834
H 5.27826 -3.80731 -3.09412
H 4.31007 -3.92109 -1.60841
H 6.08708 -3.73983 -1.57972
H 4.06275 -2.03419 -0.33404
H 4.22883 -0.55735 -0.86016
C -5.50009 -2.49181 -1.21507
O -4.63262 -1.38772 -1.18109
C -4.35051 -0.96779 0.14861
C -3.37882 0.20866 0.08531
C -2.84792 0.58076 1.47886
N -4.05379 1.41448 -0.41817
H -6.48454 -2.11201 -0.90650
H -5.23470 -3.33852 -0.56643
H -5.52706 -2.91697 -2.21847
H -5.23422 -0.72847 0.75238
H -3.84861 -1.83493 0.59935
H -2.57474 -0.08846 -0.58600
H -3.53130 1.22373 2.03078
H -1.92520 1.14383 1.32985
H -2.61749 -0.32665 2.04119
H -4.82295 1.58979 0.22988
H -4.58540 1.16066 -1.25463
C -3.31631 -2.13859 -8.20617
O -2.58315 -2.27604 -7.01185
C -2.38398 -1.03144 -6.36732
C -1.61618 -1.27128 -5.07728
C -2.56591 -1.79489 -4.00327
N -1.10977 0.02463 -4.60185
H -3.26697 -3.03091 -8.82327
H -3.09637 -1.23616 -8.78570
H -4.37113 -1.99506 -7.92089
H -1.76023 -0.37514 -6.98412
H -3.32938 -0.51212 -6.17050
H -0.75026 -1.91293 -5.23770
H -2.12602 -2.02220 -3.03446
H -3.16724 -2.64267 -4.35755
H -3.30377 -1.01349 -3.79685
H -1.83732 0.57992 -4.15648
H -0.46255 -0.06842 -3.81158
C 3.49753 7.30865 0.74183
O 3.14964 7.79825 2.01717
C 3.67993 9.07277 2.29364
C 2.91703 9.66144 3.45083
C 1.49371 10.08345 3.06436
N 3.65287 10.81628 3.98451
H 3.03060 6.33662 0.58993
H 4.57763 7.22548 0.61282
H 3.06275 7.91294 -0.06098
H 4.74905 8.96785 2.51946
H 3.58569 9.76627 1.44381
H 2.81982 8.94185 4.26837
H 0.88241 9.20813 2.81932
H 1.43362 10.84093 2.28301
H 0.96986 10.45516 3.95080
H 3.89719 11.43878 3.21074
H 2.98542 11.41894 4.46109
C 1.12138 0.82609 4.27736
O 0.04229 -0.08333 4.43283
C -0.82443 0.32459 5.48390
C -1.62590 -0.93535 5.84816
C -2.84635 -0.59453 6.70445
N -0.87893 -1.96488 6.55721
H 1.72073 0.80237 5.19888
H 0.79677 1.84459 4.05750
H 1.82901 0.39159 3.56753
H -0.32540 0.74929 6.35984
H -1.51318 1.05983 5.04937
H -2.01368 -1.36481 4.91681
H -2.60405 -0.39528 7.74873
H -3.49313 -1.47401 6.66132
H -3.39237 0.27684 6.34043
H -0.07279 -2.27809 6.03246
H -1.42195 -2.76317 6.84560
C 0.36019 5.76679 0.73200
O -0.98365 5.38188 0.85364
C -1.28072 4.17071 0.19464
C -1.51523 4.28582 -1.31769
C -2.56094 5.32304 -1.68697
N -1.88100 2.95737 -1.83360
H 1.01252 4.96287 1.09236
H 0.61359 6.69866 1.23240
H 0.61197 5.91839 -0.32687
H -0.46789 3.44634 0.35076
H -2.16802 3.70766 0.63346
H -0.56224 4.54996 -1.79040
H -3.45993 5.20090 -1.07976
H -2.81671 5.16233 -2.73346
H -2.12571 6.30879 -1.52775
H -1.10317 2.31470 -1.73166
H -2.63714 2.61161 -1.22687
C 2.31982 2.15840 1.30036
O 1.62765 1.64107 0.16462
C 1.21355 0.31000 0.31466
C 0.18798 -0.09160 -0.74800
C -0.00250 -1.59294 -0.74677
N 0.63654 0.42358 -2.06629
H 1.65486 2.11547 2.16666
H 2.64686 3.15717 1.03949
H 3.14938 1.47344 1.50381
H 2.06831 -0.37296 0.18727
H 0.80477 0.11300 1.31724
H -0.73191 0.45129 -0.51581
H 0.93478 -2.09473 -0.97528
H -0.72185 -1.92309 -1.49865
H -0.47197 -1.90758 0.19068
H 0.83149 1.40020 -1.81455
H 1.64173 0.17939 -2.15517
C -2.30281 -5.03264 -1.82598
O -1.70372 -6.12777 -1.12362
C -2.11986 -7.35830 -1.67719
C -1.42553 -8.52881 -0.99034
C 0.10701 -8.46579 -1.10571
N -1.92958 -9.76333 -1.55215
H -2.28020 -4.26413 -1.04551
H -3.32974 -5.23263 -2.12538
H -1.63013 -4.63835 -2.58995
H -3.20584 -7.47519 -1.56387
H -1.99549 -7.43557 -2.76754
H -1.71254 -8.51948 0.06366
H 0.54757 -7.49284 -0.87398
H 0.38199 -8.79392 -2.10805
H 0.56760 -9.11574 -0.35691
H -1.52530 -10.56184 -1.07174
H -1.64560 -9.93878 -2.51188
C -0.75728 -3.75820 2.76466
O 0.61625 -3.87836 2.43466
C 1.39626 -2.77155 2.84232
C 2.79322 -2.97040 2.25925
C 3.78742 -1.89250 2.65681
N 2.69844 -3.09758 0.81369
H -1.18334 -2.76326 2.60409
H -0.89379 -4.09493 3.79443
H -1.27329 -4.41732 2.06467
H 0.96316 -1.83399 2.46734
H 1.40025 -2.66488 3.93188
H 3.10913 -3.93495 2.68193
H 4.82779 -2.16615 2.49551
H 3.70910 -1.59650 3.70945
H 3.56592 -0.95450 2.13979
H 3.37976 -3.78576 0.49747
H 1.83261 -3.58357 0.57950
*
```

Values from the calculation:
- gap between HOMO and LUMO (hartree) = 0.323
- SMILES = COC[C@H](C)N.COC[C@H](C)N.COC[C@H](C)N.COC[C@H](C)N.COC[C@H](C)N.COC[C@H](C)N.COC[C@H](C)N.COC[C@H](C)N.COC[C@H](C)N

---

Arrangement B

The following is a quantum chemistry calculation of a 9-piece molecular cluster, C36H99N9O9 overall, from the Open Molecules 2025 dataset.

ORCA input file:
```
! RIJCOSX wB97M-V def2-TZVPD def2/J DEFGRID3
* xyz 0 1
C -22.19027 -13.40128 -29.93498
O -22.82601 -13.49206 -28.67139
C -24.06161 -14.17469 -28.71362
C -24.72113 -14.20676 -27.31868
C -26.14639 -14.72695 -27.35927
N -24.85009 -12.84334 -26.79926
H -21.62759 -14.30244 -30.19705
H -21.49309 -12.57236 -29.81638
H -22.88469 -13.19379 -30.75271
H -24.79276 -13.71946 -29.39211
H -23.90945 -15.21988 -29.01174
H -24.14475 -14.87634 -26.67517
H -26.59611 -14.67452 -26.36568
H -26.24004 -15.78650 -27.61366
H -26.77812 -14.18613 -28.06851
H -23.94326 -12.42522 -26.98715
H -25.58988 -12.33628 -27.26836
C -16.99643 -8.96953 -30.75227
O -18.32178 -9.19821 -31.20907
C -19.22838 -8.30115 -30.61742
C -20.64884 -8.72795 -31.00061
C -21.71308 -7.65937 -30.72468
N -21.04137 -9.98935 -30.38108
H -16.89677 -9.30297 -29.71310
H -16.61497 -7.95455 -30.86229
H -16.42416 -9.71048 -31.31290
H -19.14897 -8.18396 -29.52671
H -19.00766 -7.28957 -30.99214
H -20.57339 -8.87679 -32.07982
H -21.66275 -7.31515 -29.68985
H -22.71225 -8.04604 -30.91829
H -21.50255 -6.83712 -31.41146
H -20.67215 -9.98285 -29.41028
H -20.43601 -10.68704 -30.81620
C -24.15319 -14.41323 -33.06916
O -23.06976 -13.61456 -33.45112
C -23.31846 -12.21035 -33.42508
C -22.02156 -11.58343 -33.91790
C -22.13530 -10.04941 -33.89242
N -21.65837 -11.90857 -35.30552
H -24.92708 -14.45838 -33.84486
H -24.68890 -14.12081 -32.15777
H -23.85442 -15.45114 -32.92413
H -24.16582 -11.90415 -34.04757
H -23.55966 -11.99506 -32.37845
H -21.20071 -11.92921 -33.28101
H -21.36593 -9.47055 -34.39909
H -22.29873 -9.67322 -32.88106
H -23.07807 -9.76589 -34.37353
H -20.89668 -11.30500 -35.58977
H -21.24776 -12.83735 -35.33659
C -22.21567 -10.17560 -22.38926
O -23.53253 -10.60702 -22.70221
C -23.59751 -11.90832 -23.23142
C -25.01429 -12.45101 -23.07870
C -25.46289 -12.68916 -21.63053
N -25.18397 -13.67819 -23.84350
H -21.51781 -10.63753 -23.09742
H -21.94675 -10.44861 -21.37004
H -22.12510 -9.11382 -22.61511
H -23.17913 -11.98126 -24.24124
H -22.97152 -12.56568 -22.60745
H -25.68286 -11.71928 -23.55859
H -25.06448 -11.93543 -20.95436
H -25.10406 -13.68074 -21.33900
H -26.54781 -12.78912 -21.57924
H -25.10875 -13.41790 -24.83822
H -26.12511 -14.04119 -23.73829
C -28.49642 -12.17672 -24.73316
O -28.43907 -13.50034 -24.21828
C -29.18251 -13.63017 -23.01021
C -29.05800 -14.98239 -22.29820
C -29.48172 -16.15660 -23.23742
N -29.96538 -15.01029 -21.15263
H -28.02296 -11.45773 -24.06194
H -29.52851 -11.90402 -24.96899
H -27.93922 -12.19489 -25.66952
H -28.84475 -12.85648 -22.31055
H -30.23438 -13.42515 -23.23623
H -28.02583 -15.14929 -21.97848
H -30.40970 -15.82152 -23.70353
H -29.64496 -17.10779 -22.73423
H -28.67302 -16.29142 -23.95334
H -29.29747 -15.06647 -20.38598
H -30.48479 -15.86434 -20.99919
C -22.56146 -17.46161 -31.34074
O -21.48178 -17.90249 -32.16163
C -20.97946 -16.87894 -33.00520
C -19.78008 -17.41027 -33.76569
C -18.60313 -17.61180 -32.79005
N -19.38405 -16.32885 -34.67340
H -22.79310 -18.32542 -30.72615
H -23.41436 -17.15307 -31.95285
H -22.32076 -16.57193 -30.75177
H -21.77607 -16.49109 -33.64809
H -20.66379 -16.03843 -32.36842
H -20.14448 -18.26438 -34.33553
H -17.70522 -17.97086 -33.29638
H -18.79714 -18.33144 -31.99039
H -18.37027 -16.65610 -32.31929
H -18.63292 -16.67287 -35.25889
H -19.03833 -15.53452 -34.15168
C -26.36173 -8.93383 -32.01688
O -26.60833 -9.24890 -30.67402
C -26.11890 -10.49862 -30.25274
C -26.81532 -10.96965 -28.96070
C -28.29450 -10.69480 -28.93618
N -26.20718 -10.36514 -27.77223
H -26.49932 -7.86245 -32.17603
H -26.99932 -9.45505 -32.73452
H -25.29271 -9.06756 -32.22641
H -26.31756 -11.25752 -31.02449
H -25.03180 -10.50143 -30.12084
H -26.63418 -12.04988 -28.93388
H -28.48342 -9.62771 -29.04069
H -28.83628 -11.12396 -28.09136
H -28.82315 -11.22003 -29.74094
H -25.18556 -10.38701 -27.88558
H -26.35543 -9.35862 -27.85764
C -24.67005 -18.19962 -28.00157
O -26.08111 -18.15469 -27.92509
C -26.56632 -18.45757 -26.62671
C -28.11280 -18.48597 -26.64362
C -28.84352 -17.21334 -27.04697
N -28.58266 -18.81002 -25.27445
H -24.33058 -17.84698 -28.97008
H -24.26105 -19.17262 -27.71033
H -24.30879 -17.52553 -27.21247
H -26.16895 -19.42971 -26.31647
H -26.27849 -17.74154 -25.84703
H -28.39691 -19.31343 -27.30233
H -28.74677 -16.45852 -26.26835
H -29.88698 -17.45440 -27.26076
H -28.50537 -16.78801 -27.99422
H -29.56008 -19.04211 -25.42544
H -28.13534 -19.67406 -24.97997
C -19.31546 -10.97293 -27.41901
O -20.42594 -10.14299 -27.70899
C -21.44681 -10.26504 -26.71325
C -22.59012 -9.31794 -27.05775
C -23.62426 -9.16493 -25.95341
N -23.30975 -9.88143 -28.22641
H -19.63926 -12.00677 -27.60221
H -18.94611 -10.91871 -26.39480
H -18.56673 -10.79288 -28.19025
H -21.79739 -11.30179 -26.67021
H -21.03219 -9.97860 -25.74189
H -22.14002 -8.37370 -27.38448
H -23.18662 -8.90976 -24.98461
H -24.02789 -10.13760 -25.65921
H -24.47069 -8.50553 -26.13138
H -22.57288 -10.22592 -28.83478
H -23.78081 -9.12010 -28.70371
*
```

Values from the calculation:
- gap between HOMO and LUMO (hartree) = 0.319
- SMILES = COC[C@H](C)N.COC[C@H](C)N.COC[C@H](C)N.COC[C@H](C)N.COC[C@H](C)N.COC[C@H](C)N.COC[C@H](C)N.COC[C@H](C)N.COC[C@H](C)N

---

Short version: arrangement A, arrangement B, most stable first.

---

Arrangement A

The following is a quantum chemistry calculation of C3H4GaO3 as an isolated structure, from the Open Molecules 2025 dataset.

ORCA input file:
```
! RIJCOSX wB97M-V def2-TZVPD def2/J DEFGRID3
* xyz 2 2
O 1.10853 -0.74837 0.98687
C 1.27368 -0.46222 -0.24078
C -1.72213 -0.05846 0.04344
O 2.30200 -0.89173 -0.84942
O 0.49950 0.39033 -0.86187
C -0.64264 0.93737 -0.14652
Ga 2.70627 -1.45600 0.84255
H -2.12438 -0.26051 1.03517
H -2.14768 -0.56436 -0.82342
H -0.29100 1.34599 0.80720
H -0.96215 1.76796 -0.79322
*
```

Values from the calculation:
- expectation value of S² = 0.75
- gap between HOMO and LUMO (alpha / beta) (hartree) = 0.230 / 0.333

---

Arrangement B

The following is a quantum chemistry calculation of C3H4GaO3 as an isolated structure, from the Open Molecules 2025 dataset.

ORCA input file:
```
! RIJCOSX wB97M-V def2-TZVPD def2/J DEFGRID3
* xyz 2 2
C 0.11130 1.38931 0.91606
C 0.87437 0.79119 -0.04537
O 0.86575 -0.55242 -0.19279
C -0.22946 -1.59002 -0.02507
O -1.24867 -1.27149 0.65304
O -0.24089 -2.18344 -1.08504
H -0.89282 1.72308 0.64443
H 1.54305 1.31053 -0.73843
H 0.63494 2.11027 1.54809
Ga -0.29104 -1.54403 -2.74490
H -1.12652 -0.18298 1.06997
*
```

Values from the calculation:
- expectation value of S² = 0.75
- gap between HOMO and LUMO (alpha / beta) (hartree) = 0.272 / 0.237

---

Short version: arrangement A, arrangement B, most stable first.

---

Arrangement A

The following is a quantum chemistry calculation of C3H7O5Tl as an isolated structure, from the Open Molecules 2025 dataset.

ORCA input file:
```
! RIJCOSX wB97M-V def2-TZVPD def2/J DEFGRID3
* xyz 2 1
Tl -1.72847 -0.48218 0.62830
O 1.30932 -2.48824 1.80010
C 0.34524 -1.91840 1.14076
O -0.85394 -2.24591 1.42274
O 0.54580 -1.00049 0.31970
H 0.93923 -3.18926 2.34158
C -0.46613 1.16657 -1.44861
C 0.52440 1.33983 -0.36866
O -0.01293 1.21143 0.94046
O -1.07647 -0.13667 -1.45860
H 0.06993 1.26228 -2.39285
H -1.27690 1.85343 -1.20578
H 0.77518 2.39671 -0.45931
H 1.49951 0.86430 -0.47414
H 0.39815 1.79290 1.58429
H -0.99190 -0.42630 -2.36996
*
```

Values from the calculation:
- gap between HOMO and LUMO (hartree) = 0.213

---

Arrangement B

The following is a quantum chemistry calculation of C3H7O5Tl as an isolated structure, from the Open Molecules 2025 dataset.

ORCA input file:
```
! RIJCOSX wB97M-V def2-TZVPD def2/J DEFGRID3
* xyz 2 1
Tl -1.27606 0.42319 2.12424
O 3.34938 -1.38393 0.99039
C 2.86903 -0.58251 1.86212
O 3.47389 -0.20448 2.87381
O 1.72059 -0.08196 1.74935
H 4.10964 -1.91258 1.34896
C -2.02524 -0.20281 -1.09121
C -0.84493 0.57278 -1.55487
O 0.01317 0.70502 -0.42359
O -2.70778 0.59103 -0.12631
H -1.75718 -1.12756 -0.56657
H -2.65462 -0.51864 -1.92278
H -1.13416 1.62554 -1.75483
H -0.35845 0.15521 -2.44265
H 0.83861 1.15440 -0.67851
H -3.61590 0.78731 -0.38756
*
```

Values from the calculation:
- gap between HOMO and LUMO (hartree) = 0.130

---

Short version: arrangement A, arrangement B, most stable first.